{"formula": "C3H11NO4", "method": "ωB97M-V/def2-TZVPD", "symbols": ["C", "N", "C", "C", "O", "O", "H", "H", "H", "H", "H", "H", "H", "H", "H", "O", "H", "H", "O"], "positions_angstrom": [[2.168, -1.728, 0.891], [1.709, -0.421, 0.484], [0.801, -0.328, -0.581], [-0.600, -0.307, -0.239], [-1.587, -0.254, -1.160], [-0.852, -0.015, 0.947], [1.324, -2.424, 0.933], [2.474, -1.780, 1.935], [2.915, -2.140, 0.221], [1.170, 0.026, 1.215], [-0.093, -2.124, -0.629], [1.260, -0.404, -1.563], [-1.188, 0.300, -1.854], [0.079, 1.636, -0.845], [-0.958, 2.609, -0.518], [-0.393, 2.365, -1.278], [-3.435, 2.034, 0.474], [-2.264, 1.005, 0.785], [-2.531, 1.951, 0.781]], "charge": 0, "total_energy_ev": -12965.602}

{"formula": "C25H54N3O4SSi", "method": "ωB97M-V/def2-TZVPD", "symbols": ["C", "C", "N", "C", "C", "C", "C", "C", "C", "C", "N", "C", "C", "C", "O", "C", "C", "O", "Si", "C", "C", "C", "C", "C", "O", "C", "C", "C", "N", "O", "C", "C", "C", "S", "H", "H", "H", "H", "H", "H", "H", "H", "H", "H", "H", "H", "H", "H", "H", "H", "H", "H", "H", "H", "H", "H", "H", "H", "H", "H", "H", "H", "H", "H", "H", "H", "H", "H", "H", "H", "H", "H", "H", "H", "H", "H", "H", "H", "H", "H", "H", "H", "H", "H", "H", "H", "H", "H"], "positions_angstrom": [[2.844, -3.061, 3.937], [2.832, -2.525, 2.353], [3.785, -1.421, 2.248], [3.253, -0.037, 1.913], [1.809, 0.359, 2.489], [0.632, 0.816, 1.390], [-0.441, 1.638, 2.371], [-2.013, 1.320, 2.119], [-2.519, -0.010, 3.001], [-3.370, -1.095, 2.118], [-4.461, -0.506, 1.250], [-5.473, 0.245, 2.136], [-5.195, -1.657, 0.531], [-6.247, -1.379, -0.739], [-5.027, -2.957, 0.846], [0.055, -0.560, 0.751], [-0.895, -0.436, -0.569], [-0.277, -0.892, -1.836], [-1.451, -0.983, -3.143], [-2.321, -2.730, -2.962], [-0.617, -1.033, -4.921], [-2.716, 0.468, -3.207], [1.429, 1.827, 0.396], [0.571, 2.620, -0.732], [-0.511, 3.486, -0.243], [-0.962, 4.454, -1.253], [-0.353, 5.969, -0.934], [2.563, 0.933, -0.372], [3.610, 0.286, 0.480], [4.652, 1.185, 0.465], [4.201, -0.917, -0.291], [4.514, -0.551, -1.893], [5.801, -1.431, -2.477], [5.232, -2.783, -3.697], [2.907, -2.060, 4.582], [1.786, -3.531, 4.198], [3.717, -3.808, 4.160], [1.716, -2.375, 2.081], [3.242, -3.455, 1.728], [4.390, -1.383, 3.121], [4.016, 0.646, 2.546], [1.909, 1.327, 3.186], [1.261, -0.427, 3.183], [-0.236, 1.417, 3.527], [-0.268, 2.814, 2.265], [-2.378, 1.300, 1.010], [-2.615, 2.224, 2.621], [-3.104, 0.366, 3.972], [-1.537, -0.527, 3.372], [-2.649, -1.830, 1.514], [-3.922, -1.801, 2.907], [-5.909, -0.496, 2.941], [-6.355, 0.579, 1.433], [-5.015, 1.222, 2.600], [-5.607, -0.831, -1.554], [-7.126, -0.740, -0.295], [-6.668, -2.426, -1.130], [0.991, -1.215, 0.401], [-0.504, -1.258, 1.541], [-1.820, -1.171, -0.390], [-1.358, 0.614, -0.779], [-1.714, -3.521, -3.579], [-2.287, -3.022, -1.822], [-3.432, -2.607, -3.364], [-0.619, 0.042, -5.389], [0.457, -1.501, -4.899], [-1.291, -1.718, -5.595], [-3.193, 0.606, -2.128], [-3.565, 0.161, -3.971], [-2.270, 1.484, -3.602], [2.019, 2.601, 1.087], [1.340, 3.351, -1.283], [0.164, 1.923, -1.612], [-0.619, 4.170, -2.336], [-2.156, 4.463, -1.241], [-0.796, 6.671, -1.773], [0.812, 5.959, -1.048], [-0.672, 6.325, 0.135], [1.974, 0.203, -1.099], [3.110, 1.703, -1.105], [5.453, 0.798, 0.922], [5.283, -1.215, 0.119], [3.461, -1.832, -0.335], [3.585, -0.899, -2.544], [4.751, 0.581, -2.067], [6.460, -0.667, -3.082], [6.462, -1.875, -1.609], [5.485, -3.999, -3.041]], "charge": 1, "total_energy_ev": -58155.411}

{"formula": "C2H4O3P", "method": "ωB97M-V/def2-TZVPD", "symbols": ["C", "C", "O", "O", "O", "P", "H", "H", "H", "H"], "positions_angstrom": [[-0.945, -0.362, 0.949], [-1.002, 0.009, 2.035], [1.126, 2.272, -2.073], [-0.625, -0.245, -0.230], [1.521, -1.909, -1.015], [0.091, -1.770, -1.360], [0.436, 2.802, -1.935], [-1.082, -0.257, 2.978], [0.831, 1.385, -1.520], [-0.686, -2.507, -0.271]], "charge": -1, "total_energy_ev": -17568.276}

{"formula": "C17H36ClN2O", "method": "ωB97M-V/def2-TZVPD", "symbols": ["C", "C", "N", "C", "C", "C", "C", "C", "C", "C", "C", "C", "C", "O", "C", "N", "C", "Cl", "C", "C", "C", "H", "H", "H", "H", "H", "H", "H", "H", "H", "H", "H", "H", "H", "H", "H", "H", "H", "H", "H", "H", "H", "H", "H", "H", "H", "H", "H", "H", "H", "H", "H", "H", "H", "H", "H", "H"], "positions_angstrom": [[-3.102, -3.957, -3.541], [-3.288, -2.929, -2.433], [-2.459, -3.186, -1.239], [-1.281, -2.385, -1.082], [-1.447, -0.879, -0.947], [0.013, -0.416, -0.891], [0.251, 1.065, -1.221], [0.757, 1.861, -0.007], [-0.378, 2.345, 0.883], [0.057, 2.844, 2.267], [0.787, 1.788, 3.086], [1.023, 2.115, 4.575], [0.113, 3.153, 5.195], [0.545, 4.432, 4.799], [-0.461, 5.414, 4.660], [0.744, -1.345, -1.841], [2.164, -1.702, -1.466], [2.255, -2.189, 0.227], [2.776, -2.739, -2.380], [2.992, -2.213, -3.804], [-0.217, -2.453, -2.203], [-2.064, -4.038, -3.861], [-3.708, -3.682, -4.402], [-3.443, -4.935, -3.209], [-3.107, -1.926, -2.812], [-4.329, -2.966, -2.118], [-2.193, -4.163, -1.246], [-0.764, -2.707, -0.173], [-1.957, -0.568, -0.043], [-1.909, -0.469, -1.845], [0.332, -0.573, 0.132], [1.004, 1.153, -2.010], [-0.681, 1.498, -1.580], [1.462, 1.244, 0.547], [1.303, 2.730, -0.373], [-0.883, 3.168, 0.377], [-1.123, 1.558, 1.036], [-0.848, 3.173, 2.773], [0.683, 3.729, 2.143], [1.767, 1.637, 2.635], [0.244, 0.842, 2.995], [2.041, 2.486, 4.687], [0.971, 1.195, 5.154], [-0.929, 2.986, 4.905], [0.149, 3.054, 6.283], [-1.436, 4.966, 4.471], [-0.203, 6.045, 3.812], [-0.509, 6.039, 5.551], [0.848, -0.775, -2.680], [2.726, -0.777, -1.569], [3.739, -2.989, -1.942], [2.202, -3.660, -2.387], [3.788, -2.785, -4.270], [2.108, -2.316, -4.428], [3.323, -1.176, -3.785], [-0.670, -2.182, -3.153], [0.222, -3.439, -2.252]], "charge": 1, "total_energy_ev": -35756.460}